Entry from OMol25: C38H32BF2I2N5O2P2Tc as an isolated structure (ωB97M-V/def2-TZVPD).

```
85
Properties=species:S:1:pos:R:3:mulliken_charge:R:1
I 1.279 4.136 -0.092 0.09
I 6.965 2.946 -1.258 0.15
Tc -0.422 -0.070 0.209 0.64
P -2.485 -1.338 0.430 1.78
P -0.056 -2.468 -0.166 0.18
F -0.667 -0.982 3.067 -0.12
F 0.889 0.690 2.678 -0.25
O 1.100 0.991 -0.263 -0.48
O -1.412 1.242 2.796 -0.86
N -1.738 -2.807 0.020 -0.09
N -2.323 3.230 2.316 0.21
N 3.131 -0.918 -0.480 0.01
N -1.470 1.849 0.610 1.08
N -1.563 2.532 -1.593 0.10
C -3.264 -0.709 -1.079 0.64
C -4.209 0.553 -3.372 -0.61
C 1.955 -4.723 3.275 -0.68
C 0.751 -3.346 1.184 0.97
C 0.465 -4.697 1.387 -0.42
C -2.724 -1.032 -2.329 -0.87
C 1.631 -2.685 2.042 0.07
C 3.448 0.401 -0.584 -0.14
C -5.930 -2.844 1.873 -0.76
C 5.782 -0.155 -0.882 -0.75
C -1.795 2.780 -0.323 -0.12
C 4.780 0.839 -0.795 0.99
C 4.103 -1.802 -0.553 -0.10
C 2.393 1.364 -0.447 -0.54
C 0.053 -5.130 -3.226 -0.79
C 2.733 2.686 -0.461 0.11
C 0.335 -3.253 -1.745 0.63
C 5.451 -1.467 -0.752 -1.26
C -3.688 -1.576 2.941 -0.29
C -5.809 -2.667 3.248 -0.57
C -2.395 4.004 0.080 -1.14
C 1.486 -3.302 -3.863 -0.81
C 4.054 3.131 -0.688 -0.54
C -2.637 4.182 1.384 -0.21
C -4.746 0.877 -2.127 -0.69
C -2.585 3.464 3.765 -0.93
C 1.068 -5.382 2.429 -0.80
C -0.256 -4.484 -2.041 -0.46
C -4.937 -2.386 1.023 -0.63
C -4.694 -2.034 3.781 -0.78
C -3.811 -1.755 1.562 0.46
C 5.052 2.230 -0.870 -0.22
C -3.203 -0.400 -3.473 -0.66
C -1.724 2.098 1.899 -0.36
C 1.189 -2.654 -2.671 -0.05
C 2.232 -3.377 3.086 -1.29
C 0.931 -4.544 -4.134 -0.53
C -4.268 0.259 -0.982 -0.76
B -0.366 0.211 2.491 1.30
H -2.813 -1.098 3.356 0.39
H 6.811 0.142 -1.044 0.20
H -1.114 1.682 -1.895 0.01
H -2.890 2.538 4.232 0.35
H -6.804 -3.334 1.463 0.44
H -6.591 -3.025 3.907 0.42
H -2.632 4.775 -0.640 0.53
H -2.040 -3.638 0.516 0.55
H 0.850 -6.433 2.579 0.46
H -4.709 0.493 -0.016 0.53
H 6.205 -2.243 -0.799 0.42
H -2.807 -0.672 -4.446 0.49
H -0.220 -5.233 0.735 0.23
H -1.763 3.225 -2.295 0.32
H 1.607 -1.681 -2.464 0.43
H -0.970 -4.938 -1.364 0.27
H 3.816 -2.847 -0.454 0.55
H 1.844 -1.637 1.900 0.62
H -5.554 1.597 -2.057 0.47
H -4.595 1.029 -4.267 0.45
H -4.602 -1.905 4.852 0.47
H -3.384 4.194 3.845 0.40
H 4.266 4.192 -0.712 0.37
H 2.425 -5.263 4.088 0.43
H 2.909 -2.860 3.755 0.50
H 1.165 -5.051 -5.062 0.42
H -0.400 -6.087 -3.448 0.44
H 2.148 -2.834 -4.582 0.48
H -1.971 -1.809 -2.417 0.33
H -1.688 3.837 4.251 0.31
H -5.034 -2.521 -0.048 0.47
H -3.083 5.088 1.772 0.44
```

Calculated values
ΔE to the lowest compared entry with this formula, charge and spin, kJ/mol: 129.6
E_HOMO (alpha / beta), hartree: -0.449 / -0.452
Multiplicity: 4
⟨S²⟩: 3.78
Charge: +2
LUMO (alpha / beta), eV: -5.59 / -6.58
Electronic energy, eV: -94552.5687
Molecular weight, g/mol: 1053.271
Strongest force on any atom, hartree/bohr: 0.0159